[1]
A molecular structure, C20H20FNO2 at a distorted geometry, computed with wB97M-V/def2-TZVPD.

```
44
C20H20FNO2 wB97M-V/def2-TZVPD
F -0.36119 -0.61892 -4.81008
O -0.47613 0.29092 1.82476
O -2.18798 1.89267 0.93002
N -1.52784 1.95019 -1.82235
C 0.36694 -0.47760 2.68581
C -0.25927 -1.90115 2.84571
C -1.07353 -4.60346 3.06459
C 0.45959 -2.71082 3.90000
C -1.11543 -2.55996 2.02380
C 1.39820 -2.19220 4.59287
C 0.28133 0.60562 -4.65185
C 2.05696 1.86399 -5.27984
C 0.55678 2.68558 -3.73805
C 1.50730 0.58141 -5.36636
C -0.96706 1.89887 0.57283
C -1.57180 1.14053 -3.19222
C 1.77767 -0.91178 4.44554
C 0.03575 -4.21729 3.85616
C -1.67030 -3.60590 2.31400
C -0.94871 1.21292 -0.95903
C -0.01618 1.50227 1.60953
C 1.48491 0.05875 3.47539
C -0.11461 1.54432 -3.93762
C 1.62572 2.73658 -4.50430
H 2.48431 3.74353 -4.38076
H 2.93908 1.94367 -5.77344
H 1.10800 1.50094 1.16919
H -1.22460 -5.52360 3.31918
H 1.82274 0.88565 3.24642
H -2.28689 -4.04539 1.69652
H -2.45601 2.27062 -1.43306
H 2.06173 -2.85376 5.36345
H -0.69661 0.26968 -0.92691
H 2.59562 -0.46374 5.04929
H -1.46719 -1.79314 1.23466
H 1.88501 -0.37977 -6.03975
H -2.40206 0.94224 1.30537
H 0.38239 1.52645 -1.23475
H -2.23990 1.66188 -3.92577
H -1.58048 0.25070 -2.92958
H 0.03467 2.02885 2.40474
H -0.73161 3.27106 0.36981
H 0.10008 3.41735 -3.19645
H 0.41061 -4.81876 4.80256
```

The HOMO-LUMO gap is 0.3018 Ha.

---

[2]
A molecular structure, CH3BBr2O2 at a distorted geometry, computed with wB97M-V/def2-TZVPD.

```
9
CH3BBr2O2 wB97M-V/def2-TZVPD
Br -1.25808 -1.39240 -1.96150
Br -0.87153 -2.43523 0.95462
O 0.16129 0.58191 1.52201
O 0.02724 1.42506 -0.59376
C -0.42640 -1.00256 -0.35599
B 0.01291 0.36043 0.25332
H 1.39921 -1.25863 -0.78051
H 0.50843 2.23368 -0.79684
H 0.44691 1.48773 1.75865
```

The HOMO-LUMO gap (alpha / beta) is 0.3153 / 0.3153 Ha.

---

Across the entries above, energy relative to the best compared isomer or geometry (same formula, charge and spin) takes the values 6.2640, 3.4773 eV, respectively.